# C4H14N2O

A cluster of 2 separate species, C4H14N2O in total at a distorted geometry (ωB97M-V with the def2-TZVPD basis set, the OMol25 dataset).

The spin multiplicity is 1. The value obtained for the energy above the lowest of the compared OMol25 structures with the same formula, charge and spin is 50.34 kcal/mol. For the lowest unoccupied orbital energy, the calculation gives -6.88 eV. As for the charge: +2.

Bonds (Å) are listed after each position.
Element x y z (Å)
1 O 0.24 2.02 -2.57  H20 0.981, H21 0.962
2 N 1.67 -2.58 1.50  C4 1.463, H10 1.086, H17 1.061, H19 1.089
3 N -2.06 0.88 -0.88  C6 1.622, H8 0.951, H9 1.074, H13 0.964
4 C 1.03 -1.27 1.53  N2 1.463, C7 1.305, H18 1.084
5 C 0.26 0.60 0.32  C6 1.587, C7 1.434, H11 1.170, H12 1.159
6 C -1.31 0.50 0.51  N3 1.622, C5 1.587, H14 1.076, H15 1.117
7 C 0.96 -0.65 0.38  C4 1.305, C5 1.434, H16 1.117
8 H -1.41 0.91 -1.57  N3 0.951
9 H -2.70 1.75 -0.91  N3 1.074
10 H 1.23 -3.44 1.99  N2 1.086
11 H 0.54 1.52 0.98  C5 1.170
12 H 0.43 1.24 -0.62  C5 1.159
13 H -2.57 0.09 -1.07  N3 0.964
14 H -1.69 -0.45 0.85  C6 1.076
15 H -1.74 1.10 1.35  C6 1.117
16 H 1.54 -0.94 -0.54  C7 1.117
17 H 2.64 -2.40 1.91  N2 1.061
18 H 0.57 -0.87 2.43  C4 1.084
19 H 1.67 -2.97 0.49  N2 1.089
20 H -0.35 2.47 -3.22  O1 0.981
21 H 1.03 2.48 -2.86  O1 0.962

=====

# C8H16N2Si

An isolated molecule of C8H16N2Si at a distorted geometry (ωB97M-V with the def2-TZVPD basis set, the OMol25 dataset).

The spin multiplicity is 1. The value obtained for the energy above the lowest of the compared OMol25 structures with the same formula, charge and spin is 98.41 kcal/mol. As for the structure (SMILES): Cc1c([Si](C)(C)C)cnn1C. For the lowest unoccupied orbital energy, the calculation gives 0.72 eV.

Bonds (Å) are listed after each position.
Element x y z (Å)
1 Si 1.48 -0.91 -0.13  C4 1.906, C7 1.940, C9 1.941, C10 1.808
2 N -1.42 1.48 -1.81  N3 1.359, C6 1.331
3 N -2.01 1.36 -0.59  N2 1.359, C5 1.428, C8 1.318
4 C 2.71 -0.88 -1.59  Si1 1.906, H18 1.079, H25 1.047, H26 1.207
5 C -3.24 2.04 -0.33  N3 1.428, H15 1.161, H16 1.222, H27 1.032
6 C -0.30 0.76 -1.80  N2 1.331, C10 1.362, H21 1.145
7 C 2.33 0.12 1.27  Si1 1.940, H14 1.130, H19 1.142, H24 1.070
8 C -1.40 0.58 0.29  N3 1.318, C10 1.838, C11 1.485
9 C 0.87 -2.66 0.44  Si1 1.941, H12 1.185, H13 1.181, H22 1.157
10 C 0.03 0.01 -0.71  Si1 1.808, C6 1.362, C8 1.838
11 C -1.66 0.39 1.74  C8 1.485, H17 1.232, H20 1.071, H23 1.090
12 H 0.65 -3.36 -0.49  C9 1.185
13 H -0.07 -2.61 1.14  C9 1.181
14 H 3.08 -0.29 2.02  C7 1.130
15 H -3.48 2.78 -1.19  C5 1.161
16 H -4.16 1.27 -0.08  C5 1.222
17 H -1.62 1.51 2.25  C11 1.232
18 H 2.55 0.01 -2.18  C4 1.079
19 H 2.87 0.96 0.72  C7 1.142
20 H -0.92 -0.27 2.12  C11 1.071
21 H 0.12 0.66 -2.86  C6 1.145
22 H 1.66 -3.23 1.08  C9 1.157
23 H -2.59 -0.17 1.83  C11 1.090
24 H 1.56 0.48 1.93  C7 1.070
25 H 3.67 -0.92 -1.20  C4 1.047
26 H 2.45 -1.77 -2.36  C4 1.207
27 H -3.17 2.63 0.51  C5 1.032

=====

# C3H3N2O2

A cluster of 2 separate species, C3H3N2O2 in total at a distorted geometry (ωB97M-V with the def2-TZVPD basis set, the OMol25 dataset).

The spin multiplicity is 1. The value obtained for the energy above the lowest of the compared OMol25 structures with the same formula, charge and spin is 70.64 kcal/mol. For the lowest unoccupied orbital energy, the calculation gives 3.29 eV. As for the charge: -1.

Bonds (Å) are listed after each position.
Element x y z (Å)
1 O 4.62 1.29 0.32  C5 1.142
2 O 4.48 -0.90 -0.30  C5 1.159
3 N 1.84 -0.29 -0.23  C7 1.276, H10 1.105
4 N -1.62 0.73 -0.88  C6 1.296, H9 0.995
5 C 4.49 0.23 -0.08  O1 1.142, O2 1.159
6 C -0.67 0.25 -0.13  N4 1.296, C7 1.296, H8 1.137
7 C 0.58 -0.07 -0.20  N3 1.276, C6 1.296
8 H -0.75 0.05 0.99  C6 1.137
9 H -2.59 0.77 -0.67  N4 0.995
10 H 2.19 -1.32 -0.42  N3 1.105

=====

# C14H16BN

A cluster of 2 separate species, C14H16BN in total at a distorted geometry (ωB97M-V with the def2-TZVPD basis set, the OMol25 dataset).

The spin multiplicity is 1. As for the structure (SMILES): CN1c2ccccc2Cc2ccccc21.B. For the lowest unoccupied orbital energy, the calculation gives -0.20 eV.

Bonds (Å) are listed after each position.
Element x y z (Å)
1 N 0.01 -1.83 0.53  C2 1.447, C6 1.394, C10 1.395
2 C 0.04 -3.27 0.40  N1 1.447, H19 1.100, H22 1.099, H27 1.091
3 C -3.63 -1.08 0.71  C5 1.393, C14 1.416, H18 1.090
4 C 3.63 -1.07 0.69  C9 1.393, C12 1.418, H30 1.092
5 C -2.44 -1.80 0.80  C3 1.393, C6 1.407, H29 1.094
6 C -1.22 -1.15 0.55  N1 1.394, C5 1.407, C8 1.407
7 C 2.40 1.00 0.42  C12 1.403, C13 1.403, H31 1.095
8 C -1.23 0.23 0.27  C6 1.407, C11 1.399, C15 1.484
9 C 2.44 -1.80 0.77  C4 1.393, C10 1.407, H23 1.092
10 C 1.22 -1.14 0.55  N1 1.395, C9 1.407, C13 1.403
11 C -2.40 0.98 0.40  C8 1.399, C14 1.399, H25 1.098
12 C 3.63 0.34 0.56  C4 1.418, C7 1.403, H17 1.090
13 C 1.23 0.24 0.28  C7 1.403, C10 1.403, C15 1.483
14 C -3.63 0.33 0.56  C3 1.416, C11 1.399, H26 1.091
15 C 0.00 0.79 -0.34  C8 1.484, C13 1.483, H20 1.083, H21 1.064
16 B -0.05 5.24 -3.05  H24 1.223, H28 1.207, H32 1.221
17 H 4.56 0.90 0.58  C12 1.090
18 H -4.58 -1.61 0.76  C3 1.090
19 H 0.31 -3.80 1.33  C2 1.100
20 H -0.01 1.86 -0.20  C15 1.083
21 H 0.01 0.52 -1.37  C15 1.064
22 H 0.77 -3.52 -0.38  C2 1.099
23 H 2.43 -2.86 1.03  C9 1.092
24 H -1.25 5.03 -3.09  B16 1.223
25 H -2.34 2.08 0.36  C11 1.098
26 H -4.56 0.89 0.58  C14 1.091
27 H -0.95 -3.62 0.09  C2 1.091
28 H 0.50 5.74 -2.10  B16 1.207
29 H -2.44 -2.85 1.11  C5 1.094
30 H 4.58 -1.61 0.72  C4 1.092
31 H 2.34 2.09 0.39  C7 1.095
32 H 0.61 4.72 -3.93  B16 1.221

=====

Number 1: frontier orbital gap 11.563 eV, HOMO -0.678 hartree. Number 2: frontier orbital gap 8.611 eV, HOMO -0.290 hartree. Number 3: frontier orbital gap 4.648 eV, HOMO -0.050 hartree. Number 4: frontier orbital gap 7.172 eV, HOMO -0.271 hartree.